DFT (ωB97M-V/def2-TZVPD) results for a 2-piece molecular cluster, C18H18O2 overall in a non-equilibrium geometry.

The geometry in XYZ format:
```
38
Properties=species:S:1:pos:R:3
O 0.31 0.46 -3.14
O -2.17 1.17 -1.89
C 1.90 -0.88 0.79
C 0.02 1.71 -1.15
C 1.45 -2.26 -1.17
C 2.29 1.33 -2.11
C 0.96 -1.41 -0.13
C -1.98 2.75 -0.11
C 3.24 -1.26 0.73
C -0.93 -0.44 2.22
C 0.79 1.13 -2.22
C -1.41 1.82 -1.15
C -2.70 -0.81 0.58
C 2.79 -2.59 -1.26
C -3.65 -0.41 1.50
C -1.88 0.06 3.10
C -1.30 -0.79 0.89
C -3.24 0.07 2.76
C -0.42 -1.09 -0.18
C 3.70 -2.09 -0.30
H -2.52 3.56 -0.62
H -2.70 2.22 0.52
H -3.98 0.43 3.47
H 4.75 -2.36 -0.36
H 3.94 -0.88 1.48
H 2.59 1.84 -1.19
H -1.21 3.19 0.54
H 1.58 -0.15 1.53
H -4.71 -0.45 1.24
H 2.79 0.36 -2.15
H -2.99 -1.15 -0.41
H -1.56 0.43 4.08
H 3.14 -3.22 -2.07
H 2.63 1.91 -2.97
H 0.56 2.25 -0.37
H -0.91 -1.27 -1.14
H 0.10 -0.57 2.54
H 0.73 -2.63 -1.90
```

## Properties
E_LUMO	-0.0876	Ha
Kohn-Sham gap	4.80	eV
total charge	0
E_HOMO	-7.19	eV
energy above the lowest of the compared OMol25 structures with the same formula, charge and spin	209.20	kJ/mol